# 1
Below is a cluster of 2 separate species, C6H12N2 in total in a non-equilibrium geometry, with properties calculated with the ωB97M-V functional and the def2-TZVPD basis.

HOMO energy (alpha / beta) in eV: -8.92 / -8.93
Kohn-Sham gap (alpha / beta) in eV: 8.7 / 8.7
Max |F| in hartree/bohr: 0.126
LUMO energy (alpha / beta) in eV: -0.227 / -0.230
Energy relative to the best compared isomer or geometry (same formula, charge and spin) in kJ/mol: 459.1
Net charge: 0

Structure (XYZ):
```
20
Properties=species:S:1:pos:R:3:forces:R:3:lowdin_charge:R:1
C -1.5968 0.3351 -0.4657 -4.074 -4.711 -1.715 -0.2168
C 2.0600 0.6666 -0.7354 -1.741 0.845 0.731 -0.0887
C -0.4294 1.4476 1.3889 1.207 -0.297 0.509 -0.0615
C -0.8237 -2.4450 0.0177 1.443 2.698 2.911 -0.1684
C 0.5464 1.1663 -0.9541 1.634 -3.235 -1.697 -0.1999
C -0.4249 0.6823 0.1100 2.090 0.341 0.349 -0.3709
N -2.3374 -0.5067 -0.8939 0.711 3.587 0.447 0.1482
N 0.0386 -1.4621 0.7204 -2.675 0.835 1.303 0.0299
H 2.5958 1.2217 0.1236 -0.785 -1.112 -1.485 0.0989
H 2.4640 0.8484 -1.7116 0.975 0.354 -0.213 0.0456
H 1.9790 -0.4128 -0.6353 0.445 0.047 0.592 0.0438
H 0.5056 1.0946 1.9394 -1.150 0.829 -0.429 0.1057
H -0.3396 2.5475 1.0990 -0.319 -1.320 0.893 0.1129
H -1.3229 1.1523 1.9707 0.505 0.705 -0.094 0.0885
H -1.6022 -1.8915 -0.4598 -1.495 0.695 -0.746 -0.0103
H -0.2832 -2.8548 -0.7286 1.741 -1.838 -2.343 0.0368
H -1.3120 -3.1144 0.6917 -0.189 -0.569 0.431 0.0819
H 0.6470 2.2191 -1.1400 -0.789 0.692 0.276 0.0954
H 0.2018 0.6347 -1.9607 0.780 1.336 1.932 0.1493
H -0.5660 -1.3290 1.6238 1.686 0.118 -1.653 0.0796
```
Forces are in eV/Å.

# 2
Below is a cluster of 2 separate species, C6H12N2 in total in a non-equilibrium geometry, with properties calculated with the ωB97M-V functional and the def2-TZVPD basis.

HOMO energy in eV: -8.76
Kohn-Sham gap in eV: 9.8
Max |F| in hartree/bohr: 0.029
LUMO energy in eV: 0.990
Energy relative to the best compared isomer or geometry (same formula, charge and spin) in kJ/mol: 234.9
Net charge: 0
SMILES: [H]/N=C(\C)N.CC1=CC1

Structure (XYZ):
```
20
Properties=species:S:1:pos:R:3:forces:R:3:lowdin_charge:R:1
H 2.1007 0.4259 -1.0567 -0.219 0.233 0.229 0.0546
N 1.0952 0.5958 -1.0586 0.350 -0.173 -0.517 0.1121
C 0.7221 1.4799 -0.2262 0.460 -0.146 0.360 -0.5703
C 1.5977 2.1730 0.7917 -0.048 -0.072 -0.136 -0.0310
N -0.5919 1.8358 -0.1897 -0.510 0.159 -0.120 0.1175
H 1.5044 1.6670 1.7543 -0.017 0.015 0.010 0.0774
H 1.2912 3.2085 0.9153 0.022 0.113 0.049 0.0725
H 2.6416 2.1432 0.4888 -0.008 -0.012 -0.013 0.0736
H -1.2156 1.2041 -0.6794 0.164 0.130 0.166 0.0812
H -0.9501 2.2241 0.6647 -0.026 0.035 0.014 0.0938
C -0.1740 -2.2511 -1.3516 0.128 0.118 -0.359 -0.0605
C -0.8900 -1.5781 -0.2620 -1.291 0.124 0.711 -0.2802
C -1.9648 -1.0130 0.2238 1.247 -0.770 -0.360 -0.0345
C -0.9061 -1.3815 1.2256 0.066 0.215 -0.033 -0.1249
H -0.8745 -2.7169 -2.0479 0.066 -0.018 0.044 0.0780
H 0.4024 -1.4946 -1.8886 -0.008 -0.119 -0.018 0.0493
H 0.5211 -2.9961 -0.9644 -0.075 -0.027 0.001 0.0789
H -2.9705 -0.6862 0.1068 -0.379 0.169 -0.098 0.0835
H -0.2905 -0.6047 1.6703 0.118 0.148 0.041 0.0560
H -1.0484 -2.2351 1.8836 -0.041 -0.120 0.028 0.0729
```
Forces are in eV/Å.

# 3
Below is a cluster of 2 separate species, C6H12N2 in total, with properties calculated with the ωB97M-V functional and the def2-TZVPD basis.

HOMO energy in eV: -8.58
Kohn-Sham gap in eV: 9.5
Max |F| in hartree/bohr: 0.017
LUMO energy in eV: 0.876
Energy relative to the best compared isomer or geometry (same formula, charge and spin) in kJ/mol: 17.2
Net charge: 0
SMILES: Cc1c[nH]cn1.CC

Structure (XYZ):
```
20
Properties=species:S:1:pos:R:3:forces:R:3:lowdin_charge:R:1
C 0.2194 -1.7066 -2.3543 -0.222 -0.416 -0.571 -0.0511
C -0.2188 -1.6948 -0.9361 0.063 0.145 0.555 -0.3623
C 0.4941 -1.2507 0.1388 0.122 0.267 -0.628 -0.1033
N -0.3351 -1.3379 1.2237 0.821 -0.121 0.198 0.0483
C -1.4908 -1.8967 0.7860 -0.201 0.317 0.062 -0.2080
N -1.4632 -2.0943 -0.5034 -0.111 -0.173 -0.392 0.0918
H 0.5921 -0.7406 -2.6891 0.106 0.057 0.097 0.0703
H -0.6143 -1.9664 -3.0008 -0.224 0.067 0.027 0.0721
H 0.9745 -2.4666 -2.5654 0.144 0.095 0.185 0.0741
H 1.4803 -0.8207 0.1599 0.042 -0.033 0.267 0.1148
H 0.0206 -1.1603 2.1498 -0.599 -0.076 0.084 0.1458
H -2.3507 -2.0497 1.4159 0.067 -0.116 0.108 0.1124
C 0.5426 2.2721 1.4841 -0.015 -0.471 0.246 -0.1703
C 0.1043 2.5467 0.0375 0.288 0.582 0.472 -0.1498
H 1.1747 3.0262 1.9473 0.074 0.218 -0.274 0.0569
H -0.2807 2.1303 2.1893 -0.148 -0.031 -0.266 0.0599
H 1.1058 1.3375 1.4893 0.135 0.048 0.202 0.0335
H -0.9255 2.8975 -0.0167 -0.016 -0.171 -0.106 0.0628
H 0.7253 3.3282 -0.4071 -0.022 -0.084 -0.028 0.0616
H 0.2453 1.6470 -0.5485 -0.304 -0.106 -0.238 0.0405
```
Forces are in eV/Å.

# 4
Below is a cluster of 2 separate species, C6H12N2 in total, with properties calculated with the ωB97M-V functional and the def2-TZVPD basis.

HOMO energy in eV: -8.62
Kohn-Sham gap in eV: 9.5
Max |F| in hartree/bohr: 0.015
LUMO energy in eV: 0.890
Energy relative to the best compared isomer or geometry (same formula, charge and spin) in kJ/mol: 12.7
Net charge: 0
SMILES: Cc1c[nH]cn1.CC

Structure (XYZ):
```
20
Properties=species:S:1:pos:R:3:forces:R:3:lowdin_charge:R:1
C -1.9880 0.2177 1.4469 -0.679 0.277 0.223 -0.0483
C -1.4862 0.0680 0.0541 -0.103 0.298 -0.071 -0.3590
C -2.0741 0.5312 -1.0881 -0.012 -0.091 -0.208 -0.0724
N -1.1800 0.2694 -2.1014 -0.165 -0.456 -0.626 0.0384
C -0.1324 -0.3800 -1.5440 0.106 -0.082 0.356 -0.2126
N -0.2728 -0.4960 -0.2490 0.140 -0.018 0.147 0.0959
H -2.2636 1.2590 1.6423 0.190 -0.033 -0.003 0.0756
H -1.2582 -0.0784 2.1891 0.211 -0.131 -0.018 0.0651
H -2.9134 -0.3401 1.6275 0.201 -0.173 -0.085 0.0749
H -3.0299 0.9742 -1.3003 -0.021 0.135 0.131 0.1121
H -1.3891 0.2712 -3.0936 0.111 0.215 0.399 0.1499
H 0.7163 -0.7542 -2.0874 0.018 0.063 -0.240 0.1144
C 3.2404 0.0221 0.6401 0.250 0.651 0.044 -0.1698
C 2.7968 -0.3308 2.0611 0.026 0.004 -0.230 -0.1639
H 4.0792 -0.5849 0.3093 -0.016 -0.149 -0.114 0.0558
H 2.4248 -0.0342 -0.0767 -0.015 -0.288 -0.002 0.0266
H 3.5924 1.0596 0.6027 -0.054 -0.094 -0.019 0.0599
H 3.1052 -1.3412 2.3270 -0.073 -0.009 0.087 0.0584
H 1.7131 -0.2789 2.1293 -0.071 0.011 0.143 0.0413
H 3.2315 0.3649 2.7799 -0.045 -0.128 0.086 0.0577
```
Forces are in eV/Å.

# 5
Below is a cluster of 2 separate species, C6H12N2 in total in a non-equilibrium geometry, with properties calculated with the ωB97M-V functional and the def2-TZVPD basis.

HOMO energy in eV: -8.65
Kohn-Sham gap in eV: 9.5
Max |F| in hartree/bohr: 0.045
LUMO energy in eV: 0.880
Energy relative to the best compared isomer or geometry (same formula, charge and spin) in kJ/mol: 37.0
Net charge: 0
SMILES: Cc1c[nH]cn1.CC

Structure (XYZ):
```
20
Properties=species:S:1:pos:R:3:forces:R:3:lowdin_charge:R:1
C 2.7593 -0.3702 0.6111 0.170 0.612 0.112 -0.0549
C 1.5425 -0.8105 -0.1375 0.001 0.138 0.716 -0.3529
C 0.7904 -1.9454 0.0720 -0.327 0.238 -1.820 -0.0533
N -0.0562 -1.9721 -1.0328 -0.036 0.353 0.635 0.0249
C 0.1325 -0.8272 -1.7356 -0.731 -0.744 0.085 -0.2330
N 1.0561 -0.0743 -1.2117 0.607 -0.734 0.027 0.0993
H 3.3776 0.3119 0.0235 -0.249 -0.107 -0.269 0.0730
H 3.4023 -1.2081 0.8584 -0.064 -0.188 0.218 0.0686
H 2.5309 0.1989 1.5168 -0.116 -0.249 0.078 0.0720
H 0.7090 -2.8088 0.7045 0.652 0.195 0.508 0.1081
H -0.8028 -2.6292 -1.1553 -0.086 -0.043 -0.176 0.1377
H -0.4858 -0.6890 -2.6065 0.163 0.556 -0.139 0.1163
C -1.6442 2.3591 0.4445 -0.333 -0.206 -0.416 -0.1611
C -2.1400 0.9280 0.5590 1.384 -1.740 0.652 -0.1797
H -2.5202 2.9978 0.5603 0.283 0.416 -0.150 0.0589
H -0.8979 2.6321 1.1888 -0.171 -0.239 0.300 0.0625
H -1.1336 2.5316 -0.5043 -0.365 0.102 -0.157 0.0600
H -2.9493 0.5721 -0.0764 -0.454 0.751 0.115 0.0623
H -2.2951 0.6308 1.6030 -0.710 0.383 -0.080 0.0638
H -1.3755 0.1726 0.3183 0.382 0.505 -0.240 0.0277
```
Forces are in eV/Å.

# 6
Below is a cluster of 2 separate species, C6H12N2 in total in a non-equilibrium geometry, with properties calculated with the ωB97M-V functional and the def2-TZVPD basis.

HOMO energy in eV: -8.66
Kohn-Sham gap in eV: 9.5
Max |F| in hartree/bohr: 0.030
LUMO energy in eV: 0.883
Energy relative to the best compared isomer or geometry (same formula, charge and spin) in kJ/mol: 24.3
Net charge: 0
SMILES: Cc1c[nH]cn1.CC

Structure (XYZ):
```
20
Properties=species:S:1:pos:R:3:forces:R:3:lowdin_charge:R:1
C -0.2023 -1.7147 -2.1670 0.228 0.009 -0.041 -0.0506
C -1.0071 -0.7539 -1.3696 -0.216 0.364 -0.150 -0.3701
C -1.7598 -0.9544 -0.2581 0.494 -0.138 0.467 -0.0866
N -2.2417 0.2805 0.1228 0.287 -0.387 -0.643 0.0426
C -1.7876 1.1565 -0.8254 -0.815 0.445 1.211 -0.2280
N -1.0282 0.5939 -1.7064 -0.146 -0.387 -0.525 0.1000
H 0.8334 -1.3878 -2.0564 0.128 -0.289 -0.257 0.0754
H -0.4656 -1.6913 -3.2275 0.029 0.144 0.107 0.0759
H -0.2943 -2.7517 -1.8352 -0.020 0.197 0.165 0.0743
H -1.8441 -1.8374 0.3438 -0.283 -0.114 0.105 0.1092
H -2.6694 0.5038 1.0021 -0.201 0.057 -0.098 0.1403
H -2.1759 2.1653 -0.7663 0.541 0.124 -0.318 0.1169
C 2.3117 0.3430 1.9681 0.272 -0.311 -0.540 -0.1617
C 1.3621 1.3339 1.2646 -0.331 -1.066 -0.083 -0.1538
H 3.2371 0.2514 1.3994 0.244 0.248 0.256 0.0563
H 2.5438 0.5277 3.0119 0.022 0.369 0.041 0.0551
H 1.9224 -0.6758 1.9334 -0.288 0.057 0.055 0.0541
H 1.7544 1.6823 0.3135 0.181 0.154 0.049 0.0626
H 1.0324 2.1800 1.8495 0.131 0.205 0.270 0.0557
H 0.4790 0.7488 1.0030 -0.259 0.317 -0.071 0.0325
```
Forces are in eV/Å.